No. 1
Below is a gas-phase ion, H3NO4P2 (charge -2) in a non-equilibrium geometry, with properties calculated with ωB97M-V with the def2-TZVPD basis set.

Computed properties:
Charge   -2
Calculated total energy   -28308.4828 eV
Strongest force on any atom   2.576 eV/Å
SMILES   [NH-]PO[P@@](=O)([O-])O

Geometry as XYZ:
```
10
Properties=species:S:1:pos:R:3:forces:R:3
O 2.02904 0.57845 1.84719 -0.700 0.499 -0.020
O 2.19839 -0.48292 -0.42095 1.181 -1.345 -1.612
H -1.21215 -1.98028 -0.63506 0.095 -1.034 0.170
H -0.06609 0.72463 -0.64077 -0.930 1.921 -0.723
O -0.00923 -0.74140 0.88148 2.007 0.285 1.589
N -1.47350 0.14627 -0.94467 -0.996 0.175 0.254
H -1.99074 1.00413 -0.71506 0.116 -0.344 0.154
P 1.37911 0.26112 0.53251 -0.798 0.091 1.497
P -1.49321 -0.98214 0.32690 0.050 1.514 -1.962
O 0.63837 1.47214 -0.23157 -0.027 -1.762 0.651
```
Forces are in eV/Å.

=====

No. 2
Below is H3NOS2 in the gas phase in a non-equilibrium geometry, with properties calculated with ωB97M-V with the def2-TZVPD basis set.

Computed properties:
Charge   0
Strongest force on any atom   4.001 eV/Å
SMILES   N[S@H](=O)=S
ΔE to the lowest compared entry with this formula, charge and spin   42.33 kcal per mole

Geometry as XYZ:
```
7
Properties=species:S:1:pos:R:3:forces:R:3
N -0.78412 -0.51139 0.25549 -2.752 2.698 1.074
H -1.38297 0.05701 0.92269 1.081 -0.340 -1.400
S 1.31901 1.60828 0.87378 -1.214 -0.813 -1.323
S 0.52546 0.26771 -0.33670 -0.189 0.510 -1.688
H -0.44011 0.67811 -1.64205 2.405 -0.003 2.512
H -0.68208 -1.34570 0.72570 1.235 -2.480 0.871
O 1.44480 -0.75401 -0.79891 -0.566 0.428 -0.046
```
Forces are in eV/Å.

=====

No. 3
Below is H3O in the gas phase, with properties calculated with ωB97M-V with the def2-TZVPD basis set.

Computed properties:
Charge   0
Strongest force on any atom   0.275 eV/Å
Expectation value of S²   0.75
Multiplicity   2
ΔE to the lowest compared entry with this formula, charge and spin   0.00 kcal per mole

Geometry as XYZ:
```
4
Properties=species:S:1:pos:R:3:forces:R:3
H -0.70359 0.66584 0.27259 0.225 -0.007 -0.059
O -0.02095 -0.02217 -0.10645 -0.166 -0.180 0.125
H -0.11755 -0.85915 0.48573 0.002 0.048 -0.094
H 0.93516 0.31687 0.05016 -0.060 0.138 0.029
```
Forces are in eV/Å.

=====

No. 4
Below is H3O2PS in the gas phase in a non-equilibrium geometry, with properties calculated with ωB97M-V with the def2-TZVPD basis set.

Computed properties:
Charge   0
Strongest force on any atom   3.589 eV/Å
SMILES   OP(O)S
ΔE to the lowest compared entry with this formula, charge and spin   21.53 kcal per mole

Geometry as XYZ:
```
7
Properties=species:S:1:pos:R:3:forces:R:3
O 1.22144 1.00244 -0.18533 -2.410 0.187 -1.418
S -1.63734 0.25788 -0.53172 -0.970 1.349 3.181
H -2.27016 0.66563 0.77425 0.904 -0.745 -2.682
O 0.60533 -1.30487 -0.28466 2.184 0.432 1.072
H -0.12810 -1.75145 -0.61704 -1.887 -1.378 -0.856
P 0.19310 0.01278 0.58741 -0.209 -0.327 -0.754
H 2.01572 1.11760 0.25710 2.388 0.481 1.456
```
Forces are in eV/Å.

=====

No. 5
Below is 2 unconnected molecules or ions with the total composition H3O2PSi in a non-equilibrium geometry, with properties calculated with ωB97M-V with the def2-TZVPD basis set.

Computed properties:
Charge   0
Strongest force on any atom   5.282 eV/Å
ΔE to the lowest compared entry with this formula, charge and spin   70.22 kcal per mole

Geometry as XYZ:
```
7
Properties=species:S:1:pos:R:3:forces:R:3
H -2.29956 -0.91950 -0.44567 0.600 -0.946 -0.618
O 2.86694 1.04231 0.49211 0.598 2.723 1.638
O 0.40134 -0.85706 0.17891 5.046 -0.675 -0.685
Si -0.99936 -0.25571 -0.13498 -3.495 1.974 1.940
H -1.59832 0.25026 1.21856 0.632 0.080 -0.720
P 2.66611 -0.12788 -0.24743 -3.722 -3.594 -1.062
H -1.03715 0.86757 -1.06150 0.341 0.439 -0.492
```
Forces are in eV/Å.

=====

No. 6
Below is 2 unconnected molecules or ions with the total composition H3O3PS in a non-equilibrium geometry, with properties calculated with ωB97M-V with the def2-TZVPD basis set.

Computed properties:
Charge   0
Strongest force on any atom   2.493 eV/Å
ΔE to the lowest compared entry with this formula, charge and spin   92.08 kcal per mole

Geometry as XYZ:
```
8
Properties=species:S:1:pos:R:3:forces:R:3
P 0.19144 -0.37137 0.25618 -0.480 1.575 -0.014
O -0.21927 1.26101 0.19463 -1.163 -2.156 -0.463
H -1.68447 0.00288 1.22861 -0.302 0.405 0.300
S 3.18856 0.15353 0.10220 -0.562 -0.110 0.112
O -1.34321 -0.72327 0.71280 0.625 -1.060 -0.181
O 0.14290 -0.99901 -1.21781 -0.710 -0.163 -0.324
H 0.47829 1.86185 0.30838 1.835 1.133 0.147
H -0.75424 -1.18563 -1.58499 0.758 0.377 0.424
```
Forces are in eV/Å.

=====

Question: What is the formula in the first record?
Answer: H3NO4P2

=====

Question: Which formula does entry 4 have?
Answer: H3O2PS